Entry 1:
# C2H2BrF2I

A structure of composition C2H2BrF2I in a non-equilibrium geometry (ωB97M-V/def2-TZVPD, the OMol25 dataset).

Calculated values
- lowest unoccupied orbital energy (Ha) = -0.0006
- Kohn-Sham gap (eV) = 9.3
- net charge = 0

Structure (XYZ):
```
8
Properties=species:S:1:pos:R:3:mulliken_charge:R:1
C -1.678 0.012 0.880 -0.58
C 2.118 -0.282 -0.950 0.12
F 3.168 0.316 -0.444 -0.10
F 2.214 -0.167 -2.232 -0.09
Br -2.002 -1.167 -0.560 -0.07
I -0.034 1.344 0.513 0.11
H -2.638 0.519 1.163 0.33
H -1.150 -0.576 1.630 0.27
```

***

Entry 2:
# C12H22BBrCaF6LiN7O9S

A structure of composition C12H22BBrCaF6LiN7O9S in a non-equilibrium geometry (ωB97M-V/def2-TZVPD, the OMol25 dataset).

Calculated values
- lowest unoccupied orbital energy (Ha) = -0.3178
- Kohn-Sham gap (eV) = 2.7
- net charge = +2

Structure (XYZ):
```
61
Properties=species:S:1:pos:R:3:mulliken_charge:R:1
N -3.388 -1.404 -1.340 -0.48
C -2.359 -1.770 -0.341 -1.05
C -1.356 -0.672 -0.004 -0.93
N 0.013 -0.895 -0.536 0.33
C 0.255 -0.971 -1.770 -0.09
N -0.673 -0.879 -2.785 -0.17
C -0.059 -0.982 -3.923 -0.78
Br -0.892 -0.931 -5.550 0.15
N 1.276 -1.142 -3.720 -0.07
B 2.187 -1.310 -4.953 0.68
N 2.599 -0.134 -5.702 -0.43
O 2.580 -2.496 -5.388 -0.45
N 1.512 -1.133 -2.367 0.93
C 2.764 -1.293 -1.684 -0.63
C 3.250 -2.722 -1.551 0.21
O 3.929 -3.194 -2.720 -0.57
C 2.207 -3.763 -1.160 0.97
F 2.833 -4.955 -1.127 -0.31
F 1.229 -3.845 -2.060 -0.21
F 1.735 -3.533 0.033 -0.18
H -3.223 -1.911 -2.196 0.28
H -3.318 -0.425 -1.578 0.22
H -1.812 -2.615 -0.754 0.35
H -2.881 -2.083 0.553 0.44
H -1.671 0.293 -0.399 0.24
H -1.292 -0.523 1.062 0.86
H 0.856 -0.948 0.283 0.38
H 2.362 0.720 -5.200 0.02
H 2.031 -0.122 -6.548 0.32
H 2.154 -3.249 -4.959 0.33
H 2.666 -0.794 -0.706 -0.04
H 3.534 -0.727 -2.201 0.43
H 3.935 -2.733 -0.679 -0.19
H 4.858 -2.957 -2.708 0.45
C -4.701 0.633 4.009 0.47
F -5.922 1.165 4.011 -0.22
F -3.879 1.510 4.628 -0.22
F -4.727 -0.475 4.749 -0.23
S -4.147 0.268 2.292 1.24
O -4.157 1.561 1.633 -0.71
O -5.126 -0.668 1.811 -0.63
O -2.812 -0.288 2.465 -0.70
C 2.137 0.723 0.861 0.64
O 2.268 1.036 -0.407 -0.72
O 2.299 1.494 1.812 -0.70
O 1.821 -0.561 1.057 -0.81
C 0.221 2.521 4.289 -1.11
C -1.022 3.030 3.668 0.46
O -1.829 2.451 3.044 -0.33
N -1.373 4.528 3.916 -0.11
C -0.386 5.506 3.356 -0.87
H 0.400 1.518 3.913 0.25
H 1.075 3.144 4.023 0.44
H 0.115 2.498 5.377 0.39
H -1.465 4.675 4.924 0.38
H -2.295 4.625 3.482 0.41
H 0.542 5.424 3.911 0.36
H -0.795 6.506 3.464 0.38
H -0.234 5.274 2.307 0.33
Li 5.545 -3.531 -0.387 0.97
Ca 0.605 1.531 -3.528 1.66
```

***

Entry 3:
# C45H38F3GeMoNP2

A structure of composition C45H38F3GeMoNP2 in a non-equilibrium geometry (ωB97M-V/def2-TZVPD, the OMol25 dataset).

Calculated values
- lowest unoccupied orbital energy (spin up / spin down) (Ha) = 0.0134 / 0.0134
- Kohn-Sham gap (spin up / spin down) (eV) = 7.2 / 7.2
- net charge = 0

Structure (XYZ):
```
91
Properties=species:S:1:pos:R:3:mulliken_charge:R:1
Mo -0.650 0.981 -1.185 -1.99
C -0.599 -2.495 0.812 -0.99
N -1.744 -1.615 0.473 0.10
P -1.456 0.056 1.017 2.17
C -1.064 -0.218 2.771 0.13
C -1.831 -1.122 3.515 -0.44
C -1.519 -1.373 4.839 -0.72
C -0.436 -0.731 5.432 -0.71
C 0.331 0.155 4.697 -0.46
C 0.019 0.405 3.366 -0.35
C -3.099 0.883 1.082 0.97
C -3.368 1.679 -0.029 0.29
C -4.476 2.497 -0.121 -0.88
C -5.351 2.542 0.958 -0.71
C -5.087 1.792 2.096 -0.73
C -3.962 0.978 2.169 -0.79
P -1.734 -1.221 -1.230 0.24
C -3.503 -1.095 -1.638 0.71
C -3.868 -0.422 -2.801 -0.44
C -5.205 -0.280 -3.136 -0.75
C -6.187 -0.802 -2.306 -0.53
C -5.828 -1.472 -1.144 -0.71
C -4.491 -1.622 -0.812 -0.26
C -1.242 -2.727 -2.112 0.59
C -1.855 -3.961 -1.894 -0.36
C -1.500 -5.055 -2.662 -0.79
C -0.540 -4.922 -3.660 -0.47
C 0.071 -3.699 -3.881 -0.61
C -0.277 -2.600 -3.104 -0.43
H -0.396 -2.457 1.878 0.28
H 0.314 -2.201 0.281 0.24
H -0.842 -3.523 0.548 0.43
H -2.658 -1.638 3.042 0.44
H -2.116 -2.073 5.409 0.44
H -0.189 -0.934 6.466 0.40
H 1.184 0.645 5.147 0.48
H 0.636 1.080 2.789 0.35
H -2.685 1.671 -0.880 -0.53
H -4.630 3.096 -1.008 0.53
H -6.225 3.179 0.924 0.40
H -5.752 1.850 2.947 0.45
H -3.769 0.427 3.079 0.45
H -3.105 0.000 -3.448 0.38
H -5.478 0.249 -4.040 0.43
H -7.232 -0.682 -2.562 0.40
H -6.594 -1.872 -0.492 0.42
H -4.206 -2.119 0.107 0.32
H -2.615 -4.062 -1.128 0.43
H -1.974 -6.013 -2.492 0.42
H -0.269 -5.778 -4.265 0.39
H 0.823 -3.594 -4.653 0.44
H 0.207 -1.641 -3.250 0.16
F 0.495 3.744 -2.171 -0.19
C -0.617 3.207 -1.607 0.09
F -1.550 3.165 -2.688 -0.31
F -1.102 4.178 -0.792 -0.29
C 0.992 0.670 -1.058 0.58
Ge 2.756 0.916 -0.281 2.78
C 4.065 0.363 -1.617 -0.22
C 5.427 0.406 -1.324 -0.15
C 6.371 0.035 -2.269 -0.73
C 5.961 -0.387 -3.527 -0.44
C 4.609 -0.436 -3.832 -0.58
C 3.669 -0.062 -2.880 -0.44
C 2.995 -0.154 1.339 0.21
C 3.452 0.405 2.530 -0.49
C 3.652 -0.380 3.658 -0.59
C 3.406 -1.744 3.609 -0.51
C 2.977 -2.321 2.421 -0.56
C 2.782 -1.531 1.299 -0.65
C 3.007 2.811 0.099 -0.32
C 3.783 3.591 -0.756 -0.62
C 3.897 4.961 -0.567 -0.69
C 3.229 5.576 0.480 -0.54
C 2.443 4.817 1.336 -0.83
C 2.335 3.450 1.140 0.73
H 5.765 0.734 -0.345 0.42
H 7.425 0.076 -2.027 0.39
H 6.696 -0.676 -4.267 0.38
H 4.285 -0.761 -4.812 0.40
H 2.614 -0.095 -3.128 0.17
H 3.662 1.467 2.585 0.35
H 4.005 0.076 4.575 0.49
H 3.562 -2.358 4.487 0.41
H 2.801 -3.389 2.368 0.44
H 2.462 -2.000 0.375 0.36
H 4.305 3.129 -1.587 0.33
H 4.501 5.550 -1.245 0.39
H 3.309 6.646 0.622 0.37
H 1.903 5.292 2.145 0.42
H 1.693 2.876 1.798 0.22
```

***

Entry 4:
# C9H8N2

A structure of composition C9H8N2 in a non-equilibrium geometry (ωB97M-V/def2-TZVPD, the OMol25 dataset).

Calculated values
- lowest unoccupied orbital energy (Ha) = 0.0288
- Kohn-Sham gap (eV) = 9.0
- net charge = 0

Structure (XYZ):
```
19
Properties=species:S:1:pos:R:3:mulliken_charge:R:1
C -1.731 0.614 -2.156 -0.17
C -0.806 0.284 -3.108 -0.38
C 0.443 -0.112 -2.654 -0.29
C -0.133 0.010 -0.462 0.42
C -1.419 0.450 -0.799 -0.26
C 0.331 -0.103 0.997 0.15
C 1.237 0.675 1.552 -1.02
C 1.267 0.242 2.943 -0.44
C 0.353 -0.813 3.002 -0.41
H -3.009 0.998 -2.308 0.15
H -1.063 0.081 -4.192 0.31
H 1.131 -0.121 -3.420 0.45
H -2.155 0.558 0.088 0.29
H 1.646 1.462 1.383 0.70
H 1.921 0.488 3.729 0.43
H 0.409 -1.450 3.844 0.37
H -0.720 -1.739 1.741 0.14
N 0.873 -0.157 -1.370 -0.49
N -0.217 -0.952 1.834 0.05
```

***

Entry 5:
# C18H54N13O12

A cluster of 9 separate species, C18H54N13O12 in total in a non-equilibrium geometry (ωB97M-V/def2-TZVPD, the OMol25 dataset).

Calculated values
- lowest unoccupied orbital energy (Ha) = 0.0688
- Kohn-Sham gap (eV) = 3.7
- net charge = -1

Structure (XYZ):
```
97
Properties=species:S:1:pos:R:3:mulliken_charge:R:1
N -0.958 -0.728 0.037 1.98
H -1.529 -1.232 -0.626 -0.08
H 0.003 -0.943 -0.188 0.46
H -0.969 -1.025 1.002 0.03
H -1.204 0.250 -0.027 -0.41
C -2.737 -2.018 2.539 0.29
O -2.402 -3.017 1.949 -0.66
O -3.892 -2.132 3.056 -0.98
O -2.105 -0.998 2.509 -0.90
C -2.552 -6.119 -1.525 -0.60
O -2.074 -5.679 -2.782 -0.50
C -1.412 -4.351 -2.643 -0.35
C -2.388 -3.253 -2.249 -0.91
N -1.856 -1.848 -2.330 0.08
C -1.628 -1.601 -3.754 -1.19
C -1.164 -0.125 -3.924 -0.42
O -2.286 0.756 -3.740 -0.23
C -2.004 2.094 -4.065 -0.70
H -1.803 -6.040 -0.736 0.24
H -2.989 -7.108 -1.662 0.27
H -3.431 -5.497 -1.357 0.30
H -0.748 -4.117 -3.475 0.31
H -0.650 -4.382 -1.864 0.11
H -2.721 -3.345 -1.215 0.59
H -3.259 -3.466 -2.870 0.42
H -2.541 -1.181 -2.005 0.00
H -2.462 -1.861 -4.405 0.57
H -0.945 -2.349 -4.158 0.45
H -0.877 -0.129 -4.976 0.48
H -0.344 -0.122 -3.207 0.06
H -1.770 2.181 -5.126 0.38
H -1.215 2.441 -3.399 0.08
H -2.829 2.742 -3.772 0.25
C 2.657 6.172 0.396 -0.91
O 2.581 4.713 0.686 -0.35
C 3.137 4.544 2.077 -0.99
C 3.403 3.035 2.246 -0.64
N 2.248 2.220 2.283 0.09
C 2.639 0.774 2.470 -0.87
C 3.253 0.045 1.185 -0.86
O 4.532 0.318 0.762 -0.50
C 5.632 0.205 1.654 -0.83
H 2.398 6.178 -0.663 0.30
H 3.717 6.399 0.514 0.34
H 2.143 6.869 1.057 0.30
H 2.561 4.882 2.939 0.39
H 3.978 5.227 2.195 0.61
H 3.982 2.967 3.167 0.45
H 4.013 2.785 1.378 0.35
H 1.861 2.445 1.377 -0.26
H 1.664 0.295 2.561 0.04
H 3.243 0.540 3.346 0.61
H 2.583 0.143 0.331 0.23
H 3.013 -0.992 1.420 1.21
H 6.549 0.494 1.140 0.31
H 5.853 -0.790 2.040 0.36
H 5.632 0.844 2.537 0.28
C 2.151 -2.470 -1.387 0.50
O 1.271 -1.893 -0.806 -0.77
N 2.074 -3.475 -2.062 -0.22
N 3.409 -2.142 -1.255 -0.38
H 1.304 -3.963 -2.495 0.15
H 2.950 -3.834 -2.413 0.13
H 3.554 -1.313 -0.697 0.02
H 4.057 -2.620 -1.864 0.13
C 0.152 2.929 -0.561 0.32
O -0.743 2.100 -0.820 -0.51
N 1.262 3.011 -1.208 -0.10
N 0.161 3.663 0.512 -0.20
H 2.023 3.540 -0.808 0.28
H 1.284 2.804 -2.197 0.25
H 0.861 4.391 0.513 0.28
H -0.495 3.492 1.261 -0.14
C -4.330 0.744 -0.618 0.53
O -4.004 -0.312 -1.018 -0.60
N -5.577 1.010 -0.270 -0.51
N -3.619 1.747 -0.348 -0.04
H -5.974 1.925 -0.111 0.16
H -5.888 0.100 0.039 0.26
H -2.630 1.770 -0.552 -0.15
H -4.101 2.631 -0.268 0.36
C 1.211 -3.176 2.691 0.53
O 2.383 -3.281 3.046 -0.79
N 0.633 -3.920 1.808 -0.24
N 0.383 -2.352 3.288 -0.29
H -0.320 -3.823 1.487 0.19
H 1.258 -4.541 1.315 0.19
H -0.585 -2.222 3.028 0.14
H 0.796 -1.850 4.061 0.17
C -2.139 2.444 2.468 0.55
O -2.220 3.628 2.267 -0.81
N -1.054 1.869 2.925 -0.10
N -3.023 1.552 2.249 -0.19
H -0.329 2.400 3.386 0.21
H -1.129 0.876 3.091 0.09
H -3.820 1.822 1.690 0.22
H -2.728 0.624 2.519 0.29
```

***

Entry 6:
# CH9N3O

A cluster of 3 separate species, CH9N3O in total in a non-equilibrium geometry (ωB97M-V/def2-TZVPD, the OMol25 dataset).

Calculated values
- lowest unoccupied orbital energy (Ha) = 0.0265
- Kohn-Sham gap (eV) = 8.3
- net charge = 0

Structure (XYZ):
```
14
Properties=species:S:1:pos:R:3:mulliken_charge:R:1
C -0.110 0.553 -1.286 -0.27
N -1.305 0.291 -1.804 -0.28
O 0.813 1.015 -2.120 -0.45
H 1.619 0.598 -1.659 0.26
H -2.129 0.328 -1.226 0.24
H -1.400 0.162 -2.801 0.25
H -0.077 0.754 -0.217 0.47
H 1.265 -0.634 -0.698 -0.12
N 0.439 0.195 1.813 -0.43
N -0.321 -0.933 2.282 -0.52
H 0.253 -1.773 2.306 0.23
H 0.834 0.660 2.621 0.24
H 1.185 -0.112 1.176 0.17
H -1.065 -1.103 1.614 0.22
```

***

Entry 7:
# C6H9N

A structure of composition C6H9N (ωB97M-V/def2-TZVPD, the OMol25 dataset).

Calculated values
- lowest unoccupied orbital energy (Ha) = 0.0278
- Kohn-Sham gap (eV) = 8.8
- net charge = 0

Structure (XYZ):
```
16
Properties=species:S:1:pos:R:3:mulliken_charge:R:1
C -0.875 -0.566 -2.100 -1.19
C 0.028 -0.190 -0.956 0.55
C 1.204 0.450 -0.867 -0.62
C 1.418 1.079 0.455 -0.23
N 0.245 0.858 1.393 -0.27
C -0.010 -0.469 1.921 -0.45
C -0.779 0.130 0.796 -0.31
H -0.547 -1.493 -2.582 0.26
H -0.890 0.228 -2.849 0.32
H -1.902 -0.718 -1.748 0.33
H 2.353 0.789 0.950 0.31
H 1.467 2.163 0.302 0.26
H -0.408 -0.517 2.934 0.27
H 0.697 -1.268 1.674 0.25
H -0.176 -0.887 -0.061 0.16
H -1.825 0.413 0.737 0.36
```

***

Entry 8:
# C2H12NO3

A cluster of 4 separate species, C2H12NO3 in total in a non-equilibrium geometry (ωB97M-V/def2-TZVPD, the OMol25 dataset).

Calculated values
- lowest unoccupied orbital energy (Ha) = -0.1545
- Kohn-Sham gap (eV) = 10.7
- net charge = +1

Structure (XYZ):
```
18
Properties=species:S:1:pos:R:3:mulliken_charge:R:1
C -0.027 -0.050 1.015 -0.92
C 1.195 0.478 -1.059 -0.12
N 0.644 -0.332 -0.261 0.07
H -0.023 1.021 1.204 0.34
H -1.022 -0.478 0.967 0.35
H 0.545 -0.531 1.806 0.36
H 0.950 1.527 -0.930 0.27
H 2.009 0.170 -1.705 0.31
H 0.778 -1.333 -0.427 0.34
H -3.434 -0.312 2.867 0.30
H -2.365 0.729 3.176 0.31
O -2.578 0.012 2.568 -0.60
H 2.786 -2.417 -0.570 0.34
H 2.247 -3.587 -1.346 0.32
O 2.071 -2.645 -1.185 -0.68
H -1.267 3.142 -1.970 0.30
H -1.576 2.304 -0.756 0.31
O -0.851 2.515 -1.357 -0.60
```

***

Entry 9:
# C5H8N2

The molecule C5H8N2 in a non-equilibrium geometry (ωB97M-V/def2-TZVPD, the OMol25 dataset).

Calculated values
- lowest unoccupied orbital energy (Ha) = 0.0401
- Kohn-Sham gap (eV) = 10.6
- net charge = 0

Structure (XYZ):
```
15
Properties=species:S:1:pos:R:3:mulliken_charge:R:1
C -0.429 -2.243 -0.729 -0.80
N 0.876 -1.555 -0.939 -0.50
C 0.632 -0.336 -0.786 0.55
C 0.755 1.064 -0.929 -0.25
C -0.028 1.465 0.263 0.25
C 0.322 1.111 1.690 -1.14
N -0.617 0.463 -0.620 -0.55
H -1.182 -1.461 -0.761 0.40
H -0.716 -2.984 -1.481 0.29
H -0.409 -2.714 0.255 0.26
H 0.875 1.598 -1.858 0.27
H -0.480 2.451 0.147 0.33
H 0.760 0.110 1.758 0.29
H 1.029 1.838 2.099 0.29
H -0.580 1.126 2.315 0.30
```

***

Entry 10:
# C3H4LiLuO3

A structure of composition C3H4LiLuO3 in a non-equilibrium geometry (ωB97M-V/def2-TZVPD, the OMol25 dataset).

Calculated values
- lowest unoccupied orbital energy (spin up / spin down) (Ha) = -0.3323 / -0.3323
- Kohn-Sham gap (spin up / spin down) (eV) = 6.9 / 6.9
- net charge = +2

Structure (XYZ):
```
12
Properties=species:S:1:pos:R:3:mulliken_charge:R:1
H -2.152 -1.976 1.774 0.15
C 0.800 2.413 -0.256 0.09
C 0.445 1.037 -0.733 -0.34
O -0.871 0.735 -0.344 -0.31
C -1.044 -0.285 0.543 0.51
O -1.869 -0.039 1.430 -0.45
O 1.679 3.079 -0.765 -0.58
Lu -0.853 -2.895 0.416 0.92
H 0.198 2.825 0.578 0.42
H 1.190 0.342 -0.305 0.32
H 0.556 0.981 -1.826 0.32
Li 3.005 3.336 -2.031 0.96
```

***

Q: What is the formula in the fifth record?
A: C18H54N13O12

***

Repeat the fourth record exactly.
# C9H8N2

A structure of composition C9H8N2 in a non-equilibrium geometry (ωB97M-V/def2-TZVPD, the OMol25 dataset).

Calculated values
- lowest unoccupied orbital energy (Ha) = 0.0288
- Kohn-Sham gap (eV) = 9.0
- net charge = 0

Structure (XYZ):
```
19
Properties=species:S:1:pos:R:3:mulliken_charge:R:1
C -1.731 0.614 -2.156 -0.17
C -0.806 0.284 -3.108 -0.38
C 0.443 -0.112 -2.654 -0.29
C -0.133 0.010 -0.462 0.42
C -1.419 0.450 -0.799 -0.26
C 0.331 -0.103 0.997 0.15
C 1.237 0.675 1.552 -1.02
C 1.267 0.242 2.943 -0.44
C 0.353 -0.813 3.002 -0.41
H -3.009 0.998 -2.308 0.15
H -1.063 0.081 -4.192 0.31
H 1.131 -0.121 -3.420 0.45
H -2.155 0.558 0.088 0.29
H 1.646 1.462 1.383 0.70
H 1.921 0.488 3.729 0.43
H 0.409 -1.450 3.844 0.37
H -0.720 -1.739 1.741 0.14
N 0.873 -0.157 -1.370 -0.49
N -0.217 -0.952 1.834 0.05
```

***

Q: Number 1 is which compound?
A: C2H2BrF2I